Entry 1:
Entry from OMol25: an isolated molecule of C17H22N2O3S (ωB97M-V with the def2-TZVPD basis set).

As for the charge: 0. The SMILES is CS(=O)(=O)N(Cc1cc2ccccc2[nH]c1=O)C1CCCCC1. The calculation puts the molar mass at 334.4 Da. The orbital gap is 8.714 eV. The HOMO energy comes out at -8.75 eV.

Each line ends with the Löwdin charge.
Geometry (Å):
1 S 0.322 -3.235 0.795  0.627
2 O 0.601 -3.942 -0.422  -0.297
3 O -0.560 -3.855 1.747  -0.305
4 O 2.394 -0.435 -0.182  0.056
5 N -0.277 -1.735 0.404  -0.200
6 N 2.052 1.653 -0.924  0.178
7 C 0.285 0.061 -1.186  -0.113
8 C 1.106 4.898 -2.326  -0.077
9 C 1.334 2.645 -1.536  -0.183
10 C -1.111 -1.075 1.383  -0.332
11 C -0.175 4.610 -2.794  -0.087
12 C -0.701 3.349 -2.636  -0.028
13 C 1.858 3.928 -1.702  -0.017
14 C -0.239 -1.332 -0.979  -0.138
15 C -3.378 -0.275 2.055  -0.192
16 C 1.637 0.357 -0.718  -0.408
17 C -0.446 1.016 -1.804  0.038
18 C -2.538 -0.809 0.898  -0.139
19 C 1.880 -2.882 1.633  -0.109
20 C -1.328 0.757 3.069  -0.192
21 C 0.042 2.343 -2.005  -0.152
22 C -0.493 0.226 1.907  -0.138
23 C -2.765 1.004 2.619  -0.206
24 H -4.396 -0.077 1.711  0.110
25 H -1.440 0.787 -2.166  0.128
26 H 0.536 0.043 2.222  0.119
27 H 2.391 -2.126 1.049  0.030
28 H -0.752 5.380 -3.281  0.102
29 H -3.361 1.361 3.460  0.108
30 H 0.430 -2.051 -1.459  0.124
31 H -1.164 -1.791 2.210  0.134
32 H -3.430 -1.031 2.840  0.118
33 H -2.773 1.780 1.849  0.113
34 H -0.473 0.972 1.109  0.110
35 H 2.852 4.148 -1.340  0.112
36 H -1.229 -1.421 -1.446  0.130
37 H -1.692 3.117 -2.996  0.115
38 H 1.512 5.890 -2.455  0.106
39 H 2.991 1.865 -0.607  0.167
40 H -2.967 -1.736 0.516  0.126
41 H -2.523 -0.071 0.093  0.109
42 H -1.323 0.026 3.881  0.117
43 H -0.892 1.684 3.447  0.110
44 H 2.449 -3.801 1.670  0.065
45 H 1.650 -2.530 2.629  0.063

Entry 2:
Entry from OMol25: an isolated molecule of C4H8N2O2 (ωB97M-V with the def2-TZVPD basis set).

As for the charge: 0. The SMILES is C=C(CC(=O)O)NN. The calculation puts the molar mass at 116.1 Da. The orbital gap is 8.993 eV. The HOMO energy comes out at -8.34 eV.

Each line ends with the Löwdin charge.
Geometry (Å):
1 O 2.440 -1.962 -0.134  0.065
2 O 0.714 -2.311 -1.488  0.076
3 N -0.708 2.089 1.597  -0.048
4 N -0.890 1.733 0.276  -0.142
5 C 1.217 -1.627 -0.622  -0.402
6 C 0.633 -0.211 0.266  -0.033
7 C -1.492 -0.239 -1.175  0.053
8 C -0.600 0.265 -0.332  -0.287
9 H 0.271 2.163 1.873  0.066
10 H 2.700 -2.772 -0.623  0.129
11 H -1.171 1.432 2.222  0.075
12 H -1.259 2.458 -0.342  0.103
13 H -2.382 0.317 -1.447  0.063
14 H 0.501 -0.563 1.291  0.112
15 H 1.459 0.496 0.153  0.114
16 H -1.432 -1.268 -1.513  0.056

Entry 3:
Entry from OMol25: a cluster of 8 separate species, C44H30IN4O15P in total (ωB97M-V with the def2-TZVPD basis set).

As for the charge: 0. The SMILES is O=C1C=CC(=O)C=C1.O=C1C=CC(=O)C=C1.O=C1C=CC(=O)C=C1.O=C1C=CC(=O)C=C1.O=C1C=CC(=O)C=C1.O=C1C=CC(=O)C=C1.O=C1C=CC(=O)C=C1.OP(I)c1nncnn1. The calculation puts the molar mass at 1012.6 Da. The orbital gap is 7.114 eV. The HOMO energy comes out at -8.95 eV.

Each line ends with the Löwdin charge.
Geometry (Å):
1 I -1.447 -2.160 -3.002  0.454
2 P 0.601 -0.973 -2.371  0.492
3 O 5.858 8.631 -0.826  0.109
4 O 3.567 1.215 -1.811  0.087
5 O -7.474 -7.053 -2.325  0.110
6 O -1.085 2.772 -1.531  0.076
7 O 1.245 6.216 -1.774  0.093
8 O 0.139 0.170 -1.201  -0.421
9 O 0.484 -7.124 5.954  0.086
10 O -5.665 2.816 1.118  0.105
11 O -0.529 -7.177 11.151  0.109
12 O -3.956 -3.619 -4.288  -0.016
13 O 5.027 -5.548 1.607  0.071
14 O 4.015 -5.602 6.806  0.093
15 O -2.142 9.140 -3.953  0.109
16 O -4.400 4.426 -3.115  0.101
17 O 2.036 5.024 -5.159  0.088
18 N 3.671 -3.282 -1.387  0.066
19 N 1.331 -2.457 -0.155  0.034
20 N 2.849 -2.516 -2.066  0.041
21 N 2.151 -3.223 0.528  0.056
22 C 3.283 -3.574 -0.123  -0.146
23 C 3.131 7.299 -2.661  0.026
24 C -4.614 2.803 0.511  -0.387
25 C 4.246 -5.591 5.613  -0.364
26 C -4.583 -5.866 -4.000  0.025
27 C -2.280 3.535 0.343  0.030
28 C 2.385 4.149 -4.390  -0.391
29 C -2.413 5.658 -3.342  0.032
30 C 1.461 3.606 -3.371  0.015
31 C 2.302 6.770 -1.555  -0.375
32 C -6.668 -6.266 -2.774  -0.389
33 C 1.846 2.650 -2.527  0.016
34 C 3.267 -6.121 4.637  0.038
35 C 4.141 2.633 -3.596  0.024
36 C -1.273 -7.694 8.983  0.023
37 C 2.810 6.940 -0.175  0.024
38 C 3.756 3.590 -4.439  0.020
39 C 3.214 2.090 -2.577  -0.384
40 C -5.468 -6.730 -3.505  0.023
41 C 4.792 -5.561 2.801  -0.376
42 C -4.466 2.052 -0.754  0.020
43 C -2.134 2.780 -0.921  -0.381
44 C -3.433 3.544 1.010  0.025
45 C -2.659 8.060 -3.762  -0.384
46 C -3.312 2.040 -1.418  0.015
47 C -5.964 -3.942 -3.107  0.024
48 C 0.252 -7.135 7.149  -0.367
49 C 1.742 -2.137 -1.401  -0.532
50 C -3.886 5.509 -3.308  -0.375
51 C 1.230 -6.605 8.125  0.031
52 C 0.975 -6.620 9.433  0.029
53 C -4.703 6.725 -3.517  0.022
54 C 3.970 7.549 0.062  0.024
55 C -1.842 6.843 -3.553  0.034
56 C -6.849 -4.805 -2.612  0.024
57 C 5.770 -5.032 3.778  0.027
58 C 5.517 -5.046 5.085  0.026
59 C -0.295 -7.165 9.961  -0.389
60 C -1.019 -7.680 7.676  0.021
61 C 3.522 -6.105 3.329  0.033
62 C 4.292 7.908 -2.423  0.028
63 C -4.133 7.911 -3.729  0.022
64 C 4.800 8.079 -1.043  -0.388
65 C -4.764 -4.407 -3.838  -0.391
66 H 3.985 -4.187 0.458  0.077
67 H -1.721 -8.061 6.945  0.121
68 H 4.912 8.302 -3.218  0.124
69 H -0.767 6.969 -3.581  0.114
70 H -3.185 1.497 -2.346  0.125
71 H 4.418 3.999 -5.192  0.121
72 H -4.712 8.812 -3.884  0.122
73 H 6.220 -4.664 5.815  0.123
74 H 2.342 -6.516 5.044  0.091
75 H -5.353 -7.801 -3.612  0.123
76 H -0.163 -0.370 -0.457  0.024
77 H -1.834 4.757 -3.186  0.102
78 H 2.190 6.545 0.620  0.121
79 H -2.195 -8.089 9.388  0.123
80 H 1.678 -6.239 10.163  0.125
81 H 0.465 4.026 -3.349  0.099
82 H -6.078 -2.871 -3.000  0.123
83 H -7.732 -4.485 -2.074  0.123
84 H 2.743 7.163 -3.663  0.116
85 H -5.777 6.597 -3.487  0.122
86 H 2.819 -6.487 2.599  0.126
87 H -5.340 1.519 -1.104  0.124
88 H -3.561 4.089 1.936  0.122
89 H 6.693 -4.637 3.371  0.124
90 H 5.138 2.212 -3.616  0.121
91 H 4.358 7.683 1.064  0.123
92 H 2.156 -6.210 7.718  0.090
93 H 1.183 2.242 -1.777  0.080
94 H -3.700 -6.186 -4.538  0.124
95 H -1.406 4.072 0.689  0.122

Entry 4:
Entry from OMol25: a cluster of 2 separate species, C2H4NO2 in total (ωB97M-V with the def2-TZVPD basis set).

As for the charge: -1. As for the expectation value of S²: 2.01. As for the multiplicity: 3. The calculation puts the molar mass at 74.1 Da. The orbital gap (spin up / spin down) is 5.120 / 6.165 eV. The HOMO energy (spin up / spin down) comes out at -0.74 / -1.82 eV.

Each line ends with the Löwdin charge.
Geometry (Å):
1 O 2.531 -0.376 0.154  -0.394
2 O -1.335 0.844 -0.401  -0.103
3 N 1.855 0.696 -0.091  -0.255
4 C -1.137 -0.516 -0.141  -0.316
5 C -0.397 0.419 0.588  -0.191
6 H 1.630 0.605 -1.146  0.001
7 H -0.545 -1.104 -0.879  0.097
8 H -0.731 0.637 1.668  0.082
9 H -1.871 -1.205 0.247  0.078

Entry 5:
Entry from OMol25: a structure of composition C55H61BCsGe2N10O7 (ωB97M-V with the def2-TZVPD basis set).

As for the charge: -2. As for the expectation value of S²: 0.77. As for the multiplicity: 2. The calculation puts the molar mass at 1263.1 Da. The orbital gap (spin up / spin down) is 4.699 / 4.712 eV. The HOMO energy (spin up / spin down) comes out at -1.23 / -1.24 eV.

Each line ends with the Löwdin charge.
Geometry (Å):
1 Cs -1.092 0.919 0.292  1.259
2 Ge 0.480 -0.456 -2.582  0.847
3 Ge 1.369 -2.876 -3.408  0.724
4 O -2.689 4.653 -3.074  0.042
5 O 2.674 7.390 -1.936  0.040
6 O -2.528 2.881 -1.882  0.035
7 O -0.150 1.865 -1.656  -0.540
8 O 2.348 1.240 -1.154  -0.121
9 O 0.775 7.903 -2.800  0.033
10 O 3.526 3.001 -0.267  -0.011
11 N 0.908 -1.785 0.996  0.035
12 N -0.554 -1.190 4.865  0.031
13 N -2.750 -2.015 3.741  0.020
14 N 1.552 7.091 -2.315  -0.371
15 N -2.466 -2.113 2.419  0.148
16 N -2.030 3.850 -2.422  -0.330
17 N 2.549 2.595 -0.920  -0.194
18 N -1.892 1.127 3.267  0.057
19 N 0.398 -0.572 4.131  0.141
20 N -2.453 0.461 4.297  0.026
21 C -0.304 4.684 1.213  -0.070
22 C -2.438 2.335 3.249  -0.298
23 C 5.518 -0.797 -1.220  -0.080
24 C -3.391 2.456 4.285  0.009
25 C -3.234 -4.380 -2.134  -0.082
26 C -0.608 4.095 -2.267  -0.077
27 C 5.246 -0.552 3.955  -0.101
28 C 1.695 1.797 -6.733  -0.131
29 C 0.863 -3.697 -5.184  -0.303
30 C 4.026 -1.113 4.314  -0.046
31 C -2.284 -3.044 -0.371  -0.016
32 C -2.289 -3.465 -1.693  -0.079
33 C -3.367 1.242 4.930  -0.278
34 C 0.178 1.440 -4.892  -0.120
35 C 2.017 4.764 -1.669  0.065
36 C 2.233 0.233 -4.978  -0.145
37 C 1.627 3.456 -1.523  -0.072
38 C -1.678 -1.359 -4.536  -0.142
39 C -4.188 -4.856 -1.243  -0.100
40 C -3.242 -3.084 1.946  -0.248
41 C 1.561 -0.942 4.646  -0.274
42 C -0.173 5.382 -2.485  0.046
43 C 4.951 1.280 -2.536  -0.059
44 C -0.683 3.622 2.022  -0.108
45 C -4.051 -0.993 -4.317  -0.119
46 C -2.612 5.282 0.914  -0.073
47 C 3.362 -3.163 -3.520  -0.299
48 C 4.401 0.046 -1.824  -0.401
49 C 1.125 5.719 -2.175  -0.166
50 C 4.122 1.464 3.295  -0.085
51 C 2.568 0.874 -6.168  -0.116
52 C -3.823 -0.325 -3.125  -0.091
53 C 2.842 -0.392 4.170  -0.171
54 C -1.269 5.517 0.657  -0.086
55 C 3.425 0.401 -0.704  -0.158
56 C -3.697 -2.920 4.104  -0.282
57 C -4.195 -4.416 0.073  -0.051
58 C 0.499 2.085 -6.083  -0.102
59 C -2.032 3.392 2.304  -0.241
60 C 2.904 0.895 3.633  -0.023
61 C -0.752 -2.766 6.840  -0.038
62 C 0.010 -1.962 5.834  -0.281
63 C 5.299 0.743 3.458  -0.108
64 C 0.896 -4.440 -2.220  -0.284
65 C -1.418 -0.707 -3.319  -0.391
66 C -2.990 4.233 1.744  -0.033
67 C -4.271 -3.073 5.480  -0.032
68 C -2.972 -1.522 -5.019  -0.103
69 C -4.036 -3.628 2.980  0.001
70 C -2.525 -0.210 -2.626  -0.177
71 C 0.256 3.025 -1.823  -0.319
72 C -3.235 -3.511 0.532  -0.157
73 C -4.178 0.820 6.115  -0.034
74 C 1.025 0.482 -4.315  -0.344
75 C 1.373 -1.838 5.718  0.004
76 B -2.089 -0.991 4.699  -0.484
77 H -4.036 4.062 1.965  0.113
78 H -3.985 3.321 4.543  0.103
79 H 3.866 -2.887 -2.587  -0.016
80 H 0.521 -4.132 -1.239  -0.025
81 H -3.226 -4.716 -3.164  0.100
82 H -1.322 -3.566 6.361  0.074
83 H 0.111 -5.036 -2.700  -0.002
84 H 1.977 1.443 3.505  0.104
85 H -0.762 1.681 -4.402  0.095
86 H -4.757 -4.429 2.924  0.094
87 H -4.837 -0.014 5.870  0.063
88 H -4.960 -4.780 0.750  0.092
89 H 4.155 2.466 2.886  0.101
90 H 4.164 1.785 -3.103  0.075
91 H 1.468 -4.596 -5.361  -0.004
92 H -2.562 -1.190 5.784  0.096
93 H -0.973 6.347 0.028  0.103
94 H -0.195 -3.981 -5.180  -0.010
95 H -4.933 -5.571 -1.576  0.090
96 H 5.739 0.995 -3.239  0.076
97 H -4.652 0.112 -2.578  0.098
98 H 6.157 -1.130 4.060  0.092
99 H 2.926 -0.493 -4.563  0.056
100 H 1.774 -5.082 -2.073  -0.003
101 H -1.527 -2.347 -0.033  0.076
102 H -1.455 -2.146 7.398  0.071
103 H -3.138 -2.048 -5.955  0.090
104 H 2.925 -0.500 -0.351  0.103
105 H 3.508 0.646 -6.662  0.087
106 H 0.065 2.984 2.483  0.104
107 H 5.111 -1.665 -0.691  0.075
108 H -4.961 -3.917 5.484  0.074
109 H 0.746 4.875 1.024  0.110
110 H 5.364 1.989 -1.814  0.075
111 H 3.845 -0.558 -2.548  0.094
112 H -3.501 -3.253 6.230  0.054
113 H 1.761 -1.580 1.504  0.002
114 H -4.790 1.659 6.444  0.072
115 H 6.100 -0.204 -0.504  0.079
116 H -2.375 0.314 -1.689  -0.053
117 H -1.550 -3.075 -2.380  0.070
118 H -0.193 2.803 -6.514  0.091
119 H 3.946 0.875 0.120  0.113
120 H 6.199 -1.157 -1.996  0.076
121 H -3.367 5.919 0.470  0.105
122 H 3.991 -2.123 4.709  0.104
123 H 3.022 5.044 -1.391  0.123
124 H -0.845 -1.741 -5.115  0.063
125 H 3.802 -2.577 -4.336  -0.006
126 H 0.162 -1.770 1.685  -0.031
127 H 0.978 -2.729 0.636  0.005
128 H -5.060 -1.097 -4.703  0.086
129 H 2.122 -2.295 6.349  0.099
130 H -0.051 -3.215 7.542  0.072
131 H 1.940 2.280 -7.673  0.082
132 H -3.542 0.504 6.944  0.076
133 H -4.820 -2.181 5.790  0.061
134 H 1.030 -2.997 -6.010  -0.004
135 H 3.552 -4.225 -3.716  -0.003
136 H 6.251 1.185 3.187  0.094
137 H -0.872 6.127 -2.830  0.128

Entry 6:
Entry from OMol25: a cluster of 2 separate species, C6H12ClN3OS in total (ωB97M-V with the def2-TZVPD basis set).

As for the charge: 0. The SMILES is [H]/N=C/N/C=C\Cl.CO/C=N\SC. The calculation puts the molar mass at 209.7 Da. The orbital gap is 8.675 eV. The HOMO energy comes out at -8.10 eV.

Each line ends with the Löwdin charge.
Geometry (Å):
1 Cl 1.785 -0.531 2.823  0.593
2 S -1.014 -1.850 -1.857  0.836
3 O -2.626 0.068 0.248  -0.077
4 N 1.462 1.751 0.772  0.024
5 N -0.834 -0.237 -1.335  -0.306
6 N 1.942 3.937 0.225  0.070
7 C 1.384 2.836 -0.070  -0.309
8 C 0.379 -1.856 -2.992  -0.399
9 C -1.550 0.385 -0.496  -0.351
10 C 0.883 0.527 0.520  -0.268
11 C -3.207 -1.232 0.182  -0.097
12 C 0.937 -0.546 1.310  -0.557
13 H 1.986 1.883 1.628  0.115
14 H 0.421 -2.854 -3.441  0.034
15 H 0.806 2.627 -0.978  0.127
16 H -1.281 1.418 -0.287  0.136
17 H 1.311 -1.658 -2.457  0.035
18 H -3.572 -1.452 -0.824  0.076
19 H -2.496 -2.000 0.499  0.075
20 H 0.463 -1.483 1.061  0.049
21 H 0.236 -1.111 -3.779  0.035
22 H 0.340 0.459 -0.415  0.026
23 H 1.778 4.623 -0.514  0.037
24 H -4.048 -1.210 0.875  0.096

Taking the records one at a time from the top gives maximum force values of 1.05 5.19 2.45 3.83 3.22 1.93 eV/Å.